DFT (ωB97M-V with the def2-TZVPD basis set) results for the molecule C2H6ClN2P at a distorted geometry.

```
12
Properties=species:S:1:pos:R:3:nbo_charge:R:1
Cl 3.392 -0.549 0.110 0.112
N 1.821 0.035 -0.273 -0.760
C 0.820 -0.967 0.142 -0.224
C -0.484 -0.096 0.227 -0.230
N -0.056 1.156 0.642 -0.934
P 1.390 1.677 -0.138 1.011
H 1.226 -1.343 1.074 0.197
H 0.642 -1.643 -0.623 0.197
H -0.716 0.051 -0.821 0.161
H -1.254 -0.553 0.794 0.210
H -0.961 1.787 0.670 0.397
H 0.755 1.635 -1.511 -0.137
```

Calculated values
SMILES: ClN1CCNP1
LUMO in eV: 0.9
Energy in Eh: -990.78580
ΔE to the lowest compared entry with this formula, charge and spin in eV: 1.393
Kohn-Sham gap in eV: 9.497
HOMO energy in eV: -8.579



DFT (ωB97M-V with the def2-TZVPD basis set) results for a structure of composition C5H6CuNO3 at a distorted geometry.

```
16
Properties=species:S:1:pos:R:3:nbo_charge:R:1
Cu 0.963 3.907 -1.679 0.981
O 0.299 3.097 0.336 -0.811
C -0.844 2.861 1.079 0.909
O -0.939 1.805 1.694 -0.361
O -1.738 3.742 1.097 -0.264
H 0.763 2.232 0.468 0.536
N -0.609 -2.517 -0.673 -0.497
C -0.313 -1.323 -1.275 -0.059
C 0.651 -0.694 -0.518 -0.335
C 1.003 -1.583 0.533 -0.307
C 0.179 -2.649 0.452 -0.050
H -1.398 -3.097 -0.885 0.422
H -0.895 -1.015 -2.128 0.212
H 1.063 0.261 -0.806 0.169
H 1.749 -1.460 1.301 0.232
H 0.063 -3.567 1.005 0.224
```

Calculated values
LUMO (alpha / beta) in eV: -6.9 / -7.8
Energy in Eh: -2114.68578
Multiplicity: 2
ΔE to the lowest compared entry with this formula, charge and spin in eV: 1.507
Kohn-Sham gap (alpha / beta) in eV: 4.323 / 3.385
HOMO energy (alpha / beta) in eV: -11.180 / -11.162
Net charge: +1



DFT (ωB97M-V with the def2-TZVPD basis set) results for a structure of composition C10H32CoO7 at a distorted geometry.

```
50
Properties=species:S:1:pos:R:3:nbo_charge:R:1
Co 0.540 -0.268 0.103 1.602
O 1.892 -1.603 0.691 -1.282
H 2.066 -2.322 0.053 0.438
O -0.801 1.074 -0.729 -1.271
H -0.209 1.762 -1.091 0.439
C -2.791 4.272 1.370 -0.624
C -2.828 2.783 1.198 -0.066
O -1.654 2.136 1.565 -0.771
H -3.632 4.810 0.934 0.202
H -1.951 4.752 0.868 0.195
H -2.730 4.446 2.444 0.196
H -3.173 2.663 0.171 0.165
H -3.557 2.484 1.951 0.149
H -1.246 1.914 0.724 0.511
C 2.631 1.149 2.872 -0.636
C 1.268 1.448 2.477 -0.065
O 1.345 1.608 1.101 -0.755
H 3.307 1.960 2.603 0.190
H 2.976 0.161 2.567 0.247
H 2.608 1.050 3.957 0.203
H 0.964 2.454 2.764 0.181
H 0.608 0.639 2.788 0.180
H 1.896 2.377 0.940 0.484
C -2.225 -3.154 1.694 -0.627
C -2.325 -1.682 1.368 -0.061
O -1.063 -1.026 1.429 -0.739
H -1.586 -3.660 0.970 0.213
H -3.213 -3.614 1.650 0.210
H -1.863 -3.293 2.712 0.205
H -3.001 -1.288 2.126 0.169
H -2.769 -1.559 0.380 0.183
H -1.066 -0.830 2.369 0.487
C 0.731 -3.271 -2.757 -0.638
C -0.616 -2.617 -2.270 -0.055
O -0.252 -1.450 -1.546 -0.779
H 0.324 -3.795 -3.622 0.211
H 1.170 -3.838 -1.936 0.217
H 1.516 -2.594 -3.093 0.221
H -1.350 -3.224 -1.738 0.172
H -1.240 -2.336 -3.119 0.160
H -0.888 -0.789 -1.830 0.517
C 2.208 -0.173 -3.612 -0.641
C 2.642 0.786 -2.534 -0.062
O 2.230 0.187 -1.316 -0.767
H 2.964 -0.935 -3.802 0.205
H 2.055 0.534 -4.428 0.207
H 1.263 -0.705 -3.506 0.233
H 2.117 1.733 -2.659 0.166
H 3.688 1.023 -2.339 0.179
H 3.018 -0.184 -0.911 0.503
```

Calculated values
LUMO (alpha / beta) in eV: 0.6 / 0.6
Energy in Eh: -2309.53321
Multiplicity: 4
ΔE to the lowest compared entry with this formula, charge and spin in eV: 2.603
Kohn-Sham gap (alpha / beta) in eV: 8.893 / 8.819
HOMO energy (alpha / beta) in eV: -8.293 / -8.222



DFT (ωB97M-V with the def2-TZVPD basis set) results for a cluster of 3 separate species, C4H9N3O4 in total at a distorted geometry.

```
20
Properties=species:S:1:pos:R:3:nbo_charge:R:1
C 0.270 2.509 0.180 -0.599
C -0.531 1.136 0.095 -0.453
C -0.134 0.412 1.320 0.230
N -0.730 0.836 2.399 0.068
O -0.927 0.293 3.525 -0.242
N 0.966 -0.334 1.429 -0.092
O 1.610 -0.579 0.252 -0.528
H 0.408 2.872 -0.789 0.211
H -0.062 3.425 0.759 0.227
H 1.192 2.111 0.675 0.206
H -1.598 1.339 0.026 0.234
H -0.242 0.507 -0.772 0.243
H 2.503 -0.991 0.558 0.495
O 0.670 -2.124 -4.204 -0.523
C 0.898 -0.992 -4.290 1.019
O 1.192 0.089 -4.258 -0.496
N -1.358 -2.411 0.573 -1.095
H -1.443 -3.424 0.371 0.354
H -0.458 -2.311 1.019 0.373
H -2.226 -2.362 1.131 0.369
```

Calculated values
SMILES: CC/C(N=O)=N\O.O=C=O.N
LUMO (alpha / beta) in eV: -1.2 / -0.9
Energy in Eh: -622.87090
ΔE to the lowest compared entry with this formula, charge and spin in eV: 1.176
Kohn-Sham gap (alpha / beta) in eV: 8.362 / 7.986
HOMO energy (alpha / beta) in eV: -9.540 / -8.928



DFT (ωB97M-V with the def2-TZVPD basis set) results for a structure of composition C23H33AsCl4FeN6O3.

```
71
Properties=species:S:1:pos:R:3:mulliken_charge:R:1
Fe -0.216 0.727 -0.015 1.458
Cl 5.174 0.922 4.354 -0.161
C 3.612 0.949 3.665 0.537
C 2.478 1.139 4.530 0.538
Cl 2.748 1.320 6.208 -0.160
C 1.209 1.168 4.022 -0.141
Cl -0.178 1.383 5.007 -0.184
C 0.990 1.013 2.616 -0.640
O -0.154 1.030 2.078 -0.079
C 2.145 0.822 1.740 -0.300
O 1.917 0.677 0.494 -0.515
C 3.445 0.787 2.314 0.109
Cl 4.764 0.529 1.242 -0.182
C 0.869 5.620 -0.159 -0.216
C -0.382 5.202 0.263 -0.935
C -0.681 3.852 0.216 -0.169
N 0.178 2.928 -0.216 0.366
C 1.381 3.340 -0.621 -0.221
C 1.768 4.670 -0.613 -1.178
H 1.138 6.666 -0.134 0.416
H -1.117 5.906 0.625 0.478
H -1.653 3.496 0.525 0.204
H 2.060 2.564 -0.946 0.373
H 2.756 4.945 -0.951 0.471
C -0.183 1.509 -3.837 -1.212
As 0.574 0.315 -2.499 0.989
C 0.042 -1.378 -3.292 -0.925
C 2.458 0.399 -2.978 -1.309
H 0.154 1.224 -4.835 0.448
H 0.119 2.535 -3.630 0.341
H -1.270 1.451 -3.787 0.358
H 0.372 -1.420 -4.331 0.497
H -1.043 -1.459 -3.254 0.318
H 0.479 -2.199 -2.730 -0.096
H 2.642 -0.202 -3.869 0.486
H 3.069 0.041 -2.152 0.274
H 2.726 1.435 -3.186 0.407
C 2.116 -4.311 -0.841 -0.685
C 2.596 -3.015 -0.225 -0.665
N 1.517 -2.048 -0.301 0.817
C 0.243 -2.363 0.056 -0.197
N -0.597 -1.382 0.269 0.558
C -1.943 -1.717 0.710 -0.762
C -2.025 -3.068 1.396 -0.899
C -1.418 -4.100 0.476 -0.813
N -0.079 -3.682 0.095 0.186
C 0.875 -4.768 -0.100 -0.772
H 2.882 -5.084 -0.777 0.383
H 1.888 -4.149 -1.897 0.251
H 3.451 -2.606 -0.766 0.398
H 2.911 -3.182 0.814 0.343
H 1.769 -1.080 -0.115 -0.332
H -2.638 -1.688 -0.139 0.180
H -2.262 -0.945 1.411 0.252
H -3.058 -3.329 1.626 0.432
H -1.467 -3.037 2.334 0.342
H -2.037 -4.230 -0.419 0.260
H -1.338 -5.074 0.963 0.519
H 0.363 -5.552 -0.663 0.438
H 1.143 -5.192 0.875 0.366
C -5.673 0.874 0.124 -1.059
N -4.400 0.947 -0.559 -0.225
C -3.206 1.145 0.027 0.332
N -3.167 1.369 1.358 -0.112
O -2.164 1.138 -0.654 -0.439
H -6.394 0.398 -0.536 0.343
H -6.053 1.861 0.394 0.316
H -5.594 0.256 1.019 0.313
H -4.364 0.859 -1.562 0.301
H -3.998 1.436 1.915 0.245
H -2.269 1.412 1.831 -0.061
```

Calculated values
LUMO (alpha / beta) in eV: -1.8 / -4.2
Energy in Eh: -6790.68430
Multiplicity: 6
ΔE to the lowest compared entry with this formula, charge and spin in eV: 0.238
Kohn-Sham gap (alpha / beta) in eV: 8.426 / 6.347
HOMO energy (alpha / beta) in eV: -10.260 / -10.571
Net charge: +1



DFT (ωB97M-V with the def2-TZVPD basis set) results for a cluster of 10 separate species, H20O10 in total at a distorted geometry.

```
30
Properties=species:S:1:pos:R:3:nbo_charge:R:1
O -3.037 1.464 -0.689 -0.994
H -3.854 1.998 -0.617 0.487
H -2.693 1.429 -1.560 0.509
O -1.572 1.807 -3.241 -0.980
H -0.795 2.323 -3.048 0.480
H -1.294 0.858 -3.232 0.506
O -1.504 -1.260 0.304 -0.988
H -1.151 -1.832 1.009 0.500
H -2.105 -0.628 0.725 0.486
O 0.788 -0.161 2.528 -0.963
H 0.227 0.558 2.324 0.489
H 0.292 -0.616 3.202 0.474
O -0.001 -0.513 -1.963 -1.002
H 0.357 0.271 -1.563 0.491
H -0.455 -0.863 -1.220 0.492
O 1.786 -2.389 -0.119 -0.964
H 1.450 -2.262 -0.981 0.487
H 1.924 -1.477 0.152 0.482
O 3.423 0.345 1.150 -0.984
H 3.778 -0.491 0.827 0.478
H 2.764 0.205 1.850 0.505
O -0.527 1.819 0.905 -0.975
H -1.304 1.982 0.326 0.514
H -0.392 2.676 1.307 0.466
O 1.434 1.700 -0.887 -0.977
H 0.990 2.317 -0.253 0.482
H 2.345 1.711 -0.575 0.494
O -0.377 -3.652 1.467 -0.976
H -0.956 -3.954 0.760 0.478
H 0.460 -3.368 1.111 0.505
```

Calculated values
SMILES: O.O.O.O.O.O.O.O.O.O
LUMO in eV: 0.0
Energy in Eh: -764.41716
ΔE to the lowest compared entry with this formula, charge and spin in eV: 1.762
Kohn-Sham gap in eV: 11.001
HOMO energy in eV: -10.955



Look up the ΔE to the lowest compared entry with this formula, charge and spin of the sixth one.
1.762 eV



Copy entry 6 word for word.
DFT (ωB97M-V with the def2-TZVPD basis set) results for a cluster of 10 separate species, H20O10 in total at a distorted geometry.

```
30
Properties=species:S:1:pos:R:3:nbo_charge:R:1
O -3.037 1.464 -0.689 -0.994
H -3.854 1.998 -0.617 0.487
H -2.693 1.429 -1.560 0.509
O -1.572 1.807 -3.241 -0.980
H -0.795 2.323 -3.048 0.480
H -1.294 0.858 -3.232 0.506
O -1.504 -1.260 0.304 -0.988
H -1.151 -1.832 1.009 0.500
H -2.105 -0.628 0.725 0.486
O 0.788 -0.161 2.528 -0.963
H 0.227 0.558 2.324 0.489
H 0.292 -0.616 3.202 0.474
O -0.001 -0.513 -1.963 -1.002
H 0.357 0.271 -1.563 0.491
H -0.455 -0.863 -1.220 0.492
O 1.786 -2.389 -0.119 -0.964
H 1.450 -2.262 -0.981 0.487
H 1.924 -1.477 0.152 0.482
O 3.423 0.345 1.150 -0.984
H 3.778 -0.491 0.827 0.478
H 2.764 0.205 1.850 0.505
O -0.527 1.819 0.905 -0.975
H -1.304 1.982 0.326 0.514
H -0.392 2.676 1.307 0.466
O 1.434 1.700 -0.887 -0.977
H 0.990 2.317 -0.253 0.482
H 2.345 1.711 -0.575 0.494
O -0.377 -3.652 1.467 -0.976
H -0.956 -3.954 0.760 0.478
H 0.460 -3.368 1.111 0.505
```

Calculated values
SMILES: O.O.O.O.O.O.O.O.O.O
LUMO in eV: 0.0
Energy in Eh: -764.41716
ΔE to the lowest compared entry with this formula, charge and spin in eV: 1.762
Kohn-Sham gap in eV: 11.001
HOMO energy in eV: -10.955



What did the second record say?
DFT (ωB97M-V with the def2-TZVPD basis set) results for a structure of composition C5H6CuNO3 at a distorted geometry.

```
16
Properties=species:S:1:pos:R:3:nbo_charge:R:1
Cu 0.963 3.907 -1.679 0.981
O 0.299 3.097 0.336 -0.811
C -0.844 2.861 1.079 0.909
O -0.939 1.805 1.694 -0.361
O -1.738 3.742 1.097 -0.264
H 0.763 2.232 0.468 0.536
N -0.609 -2.517 -0.673 -0.497
C -0.313 -1.323 -1.275 -0.059
C 0.651 -0.694 -0.518 -0.335
C 1.003 -1.583 0.533 -0.307
C 0.179 -2.649 0.452 -0.050
H -1.398 -3.097 -0.885 0.422
H -0.895 -1.015 -2.128 0.212
H 1.063 0.261 -0.806 0.169
H 1.749 -1.460 1.301 0.232
H 0.063 -3.567 1.005 0.224
```

Calculated values
LUMO (alpha / beta) in eV: -6.9 / -7.8
Energy in Eh: -2114.68578
Multiplicity: 2
ΔE to the lowest compared entry with this formula, charge and spin in eV: 1.507
Kohn-Sham gap (alpha / beta) in eV: 4.323 / 3.385
HOMO energy (alpha / beta) in eV: -11.180 / -11.162
Net charge: +1



The lowest energy belongs to which entry?
C23H33AsCl4FeN6O3